(1)
{"formula": "C41H112N6O13", "method": "wB97M-V/def2-TZVPD", "elements": ["C", "C", "C", "O", "C", "N", "H", "H", "H", "H", "H", "H", "H", "H", "H", "H", "H", "C", "C", "C", "O", "C", "N", "H", "H", "H", "H", "H", "H", "H", "H", "H", "H", "H", "C", "C", "C", "O", "C", "N", "H", "H", "H", "H", "H", "H", "H", "H", "H", "H", "H", "C", "C", "C", "O", "C", "N", "H", "H", "H", "H", "H", "H", "H", "H", "H", "H", "H", "C", "O", "N", "N", "H", "H", "H", "H", "C", "C", "C", "O", "H", "H", "H", "H", "H", "H", "H", "H", "C", "C", "C", "O", "H", "H", "H", "H", "H", "H", "H", "H", "C", "C", "C", "O", "H", "H", "H", "H", "H", "H", "H", "H", "C", "C", "C", "O", "H", "H", "H", "H", "H", "H", "H", "H", "C", "C", "C", "O", "H", "H", "H", "H", "H", "H", "H", "H", "C", "C", "C", "O", "H", "H", "H", "H", "H", "H", "H", "H", "C", "C", "C", "O", "H", "H", "H", "H", "H", "H", "H", "H", "C", "C", "C", "O", "H", "H", "H", "H", "H", "H", "H", "H"], "coordinates": [[1.9296, 4.4459, -3.5533], [2.7472, 3.5007, -2.6452], [4.2189, 3.6295, -3.0473], [5.0660, 2.9970, -2.1157], [6.4655, 3.1024, -2.3510], [2.5497, 3.8838, -1.2481], [2.3526, 4.5387, -4.5262], [1.8270, 5.4780, -3.2194], [0.8981, 4.1378, -3.6991], [2.4150, 2.4286, -2.7717], [4.5411, 4.6560, -3.0709], [4.4177, 3.2689, -4.0208], [6.7868, 2.5324, -3.1918], [6.9386, 2.6839, -1.4861], [6.6671, 4.1825, -2.4470], [2.7058, 4.8640, -1.1267], [3.1270, 3.3559, -0.6973], [-3.3284, 0.3115, 5.5337], [-3.4244, -0.4923, 4.1854], [-3.0976, 0.4514, 3.0923], [-2.9493, -0.1609, 1.7485], [-4.2121, -0.4692, 1.2887], [-2.4000, -1.5614, 4.0539], [-2.3917, 0.1259, 5.9423], [-4.0782, 0.0966, 6.3031], [-3.3876, 1.3797, 5.2801], [-4.4571, -0.8050, 4.0378], [-2.1488, 0.9669, 3.4301], [-3.8848, 1.2195, 2.9497], [-4.2303, -1.4008, 0.6989], [-4.8015, 0.3123, 0.8077], [-4.7744, -0.7251, 2.1903], [-2.5460, -2.2742, 4.7437], [-2.3518, -1.9930, 3.1027], [-0.1494, -0.7323, -7.4526], [0.6365, -0.7536, -6.1283], [0.1939, 0.5288, -5.3412], [-0.9965, 0.2302, -4.7107], [-1.4342, 1.3601, -4.0070], [0.4669, -1.9241, -5.2600], [0.1556, 0.1192, -7.9969], [-1.2297, -0.6961, -7.2954], [0.0725, -1.6523, -8.1517], [1.6910, -0.6304, -6.3498], [0.0784, 1.4175, -6.0032], [0.8178, 0.9528, -4.5391], [-2.5085, 1.2945, -3.8649], [-1.2251, 2.2706, -4.6282], [-0.9223, 1.4626, -3.0471], [0.3994, -2.7686, -5.8461], [-0.2731, -1.7814, -4.5875], [1.2070, -0.5359, 1.6209], [1.1616, -0.6279, 0.1338], [0.0659, -1.4825, -0.5092], [0.5483, -2.8191, -0.3462], [-0.1489, -3.8804, -0.9125], [1.0986, 0.7359, -0.3967], [2.0877, 0.0746, 1.9170], [1.3960, -1.4854, 2.0547], [0.2594, -0.1828, 2.1542], [2.0501, -1.0749, -0.2088], [0.0200, -1.2248, -1.5933], [-0.9263, -1.3009, -0.0538], [-1.1679, -4.0330, -0.4860], [0.4102, -4.8008, -0.7451], [-0.1978, -3.7353, -1.9856], [1.5415, 0.7710, -1.3242], [1.6297, 1.3590, 0.2340], [-1.8296, 3.0331, -0.7525], [-2.8372, 3.6461, -0.5824], [-0.8263, 3.4077, -1.6439], [-1.5744, 1.8639, -0.0727], [0.1176, 3.2417, -1.2368], [-0.7211, 4.4213, -1.7316], [-0.6949, 1.4254, -0.2184], [-2.2655, 1.3828, 0.5298], [4.1056, -1.9247, -2.7838], [3.8054, -0.4419, -3.1169], [4.4800, 0.1074, -4.3096], [2.3943, -0.2584, -3.2497], [5.2150, -2.1010, -2.5703], [3.7085, -2.4926, -3.6128], [3.5994, -2.1883, -1.8382], [4.0616, 0.1601, -2.2301], [4.2804, 1.1487, -4.5417], [4.3203, -0.3831, -5.2828], [5.5596, 0.0551, -4.1306], [2.0744, -0.8766, -3.9383], [3.6896, -5.4093, -0.1224], [4.2348, -4.1820, 0.5351], [5.6637, -3.8342, 0.1017], [3.4711, -2.9270, 0.2474], [3.5215, -5.4105, -1.1924], [2.7063, -5.5585, 0.2954], [4.3227, -6.2632, 0.1282], [4.3215, -4.4401, 1.6287], [5.7032, -3.8546, -0.9907], [6.4165, -4.6404, 0.4614], [5.9699, -2.8699, 0.5853], [2.5493, -3.0739, 0.4924], [-3.6477, -3.0084, -3.2551], [-4.4582, -1.7097, -2.8549], [-5.2885, -1.1710, -3.9808], [-5.2375, -2.0817, -1.7388], [-2.9612, -2.8557, -4.0780], [-4.4411, -3.7348, -3.5599], [-3.0614, -3.2458, -2.3535], [-3.7610, -0.9759, -2.3723], [-5.9749, -0.4279, -3.5270], [-5.8220, -1.8603, -4.6172], [-4.6554, -0.6326, -4.6462], [-6.0336, -2.4669, -2.1166], [-6.1213, -3.8806, 5.8118], [-4.8110, -4.5272, 6.2957], [-4.2344, -5.5569, 5.3341], [-3.9723, -3.3800, 6.4600], [-6.2003, -3.8330, 4.7054], [-6.1312, -2.9082, 6.2099], [-6.9645, -4.4879, 6.0481], [-4.8561, -4.9757, 7.3212], [-3.2723, -6.0046, 5.6701], [-3.9968, -5.0555, 4.3800], [-4.9539, -6.3242, 5.1099], [-3.2870, -3.3975, 7.1410], [-1.4171, 5.4005, 2.6692], [0.0752, 5.4549, 2.7092], [0.6753, 4.1336, 3.0246], [0.6543, 6.0568, 1.4517], [-1.7742, 4.8160, 1.8638], [-1.8472, 6.3828, 2.4688], [-1.9471, 4.9485, 3.6193], [0.3506, 6.1896, 3.4939], [0.3964, 3.8251, 4.0568], [1.7556, 4.2618, 2.9697], [0.3684, 3.3936, 2.2801], [0.1701, 5.5727, 0.8274], [1.7412, -2.8344, 4.6316], [1.2651, -1.7995, 5.6114], [1.6744, -0.3940, 5.2349], [-0.1318, -1.9188, 5.8355], [1.6519, -2.6390, 3.5977], [1.3297, -3.8108, 4.7686], [2.8215, -2.9712, 4.7633], [1.7787, -2.1573, 6.5668], [2.7454, -0.2872, 5.2963], [1.3418, 0.3229, 5.9562], [1.2733, -0.1126, 4.2196], [-0.5796, -1.5131, 5.1238], [-6.1439, 4.3253, -0.9830], [-5.9654, 2.9476, -0.2752], [-5.7865, 1.8238, -1.3456], [-4.9761, 3.0167, 0.7347], [-6.1539, 5.0861, -0.2261], [-7.0209, 4.3381, -1.6413], [-5.1870, 4.6385, -1.5130], [-6.9589, 2.8178, 0.1638], [-4.7207, 1.9112, -1.8620], [-6.5620, 1.9498, -2.0343], [-5.8179, 0.7879, -0.9496], [-4.2102, 3.3129, 0.2550], [6.4901, 0.2108, 0.2641], [5.1186, 0.6361, 0.7507], [4.8262, 0.4668, 2.2300], [4.8955, 2.0635, 0.5538], [7.2581, 0.6897, 0.8814], [6.5838, 0.4352, -0.7924], [6.7578, -0.8186, 0.3849], [4.3366, 0.0866, 0.1347], [5.5558, 0.9840, 2.8542], [4.9057, -0.6112, 2.4311], [3.8654, 0.8111, 2.5433], [5.1402, 2.3856, -0.3581]], "lowdin_charge": [-0.0509, -0.3751, -0.2019, -0.2420, -0.0601, 0.0842, 0.0629, 0.0817, 0.0556, 0.1348, 0.1237, 0.0996, 0.0801, 0.0723, 0.1054, 0.0822, 0.0119, -0.0168, -0.4144, -0.1940, -0.2297, -0.1289, 0.0622, 0.0415, 0.0784, 0.0780, 0.1162, 0.1418, 0.1351, 0.0942, 0.0697, 0.0742, 0.0485, 0.1035, -0.0684, -0.3977, -0.2380, -0.2076, -0.0974, 0.0451, 0.0481, 0.0767, 0.1094, 0.1158, 0.1259, 0.1046, 0.0826, 0.0995, 0.0626, 0.0879, 0.0583, -0.0430, -0.4224, -0.1377, -0.2125, -0.1086, 0.0514, 0.0698, 0.0376, 0.1089, 0.0892, 0.1293, 0.1281, 0.0969, 0.0785, 0.0795, 0.0619, 0.0866, -0.6498, 0.0415, 0.1401, 0.2034, 0.0701, 0.0993, 0.0153, 0.0949, -0.0262, -0.4858, -0.0596, -0.0935, 0.0994, 0.0742, 0.0568, 0.1230, 0.0609, 0.0888, 0.0840, 0.0580, -0.0701, -0.4475, -0.0668, -0.0927, 0.0822, 0.0658, 0.0872, 0.1420, 0.0626, 0.1074, 0.0685, 0.0503, -0.0362, -0.4986, -0.0555, -0.0728, 0.0575, 0.0894, 0.0629, 0.1428, 0.0858, 0.0800, 0.0649, 0.0869, -0.0423, -0.4676, -0.0654, -0.0912, 0.0900, 0.0575, 0.0639, 0.1432, 0.0859, 0.0809, 0.0686, 0.0994, -0.0700, -0.4736, -0.0725, -0.0489, 0.0428, 0.0808, 0.1293, 0.1396, 0.0954, 0.0800, 0.0724, 0.0185, -0.0635, -0.4863, -0.0431, -0.0539, 0.0326, 0.0733, 0.0863, 0.1536, 0.0745, 0.0686, 0.0769, 0.0038, -0.0667, -0.4769, -0.0596, -0.0644, 0.0610, 0.0749, 0.0882, 0.1255, 0.1159, 0.0386, 0.0539, -0.0095, -0.0427, -0.4589, -0.0528, -0.0903, 0.0918, 0.0672, 0.0492, 0.1311, 0.0862, 0.0864, 0.0454, 0.0518], "lumo_ev": 0.55, "homo_lumo_gap_ev": 9.65}

***

(2)
{"formula": "C49H45FeN9OP2S", "method": "wB97M-V/def2-TZVPD", "elements": ["Fe", "O", "C", "C", "C", "C", "C", "C", "P", "C", "C", "C", "C", "C", "C", "C", "C", "C", "C", "C", "C", "C", "C", "C", "C", "C", "C", "P", "C", "C", "C", "C", "C", "C", "C", "C", "C", "C", "C", "C", "H", "H", "H", "H", "H", "H", "H", "H", "H", "H", "H", "H", "H", "H", "H", "H", "H", "H", "H", "H", "H", "H", "H", "H", "H", "H", "H", "H", "N", "C", "N", "C", "N", "C", "C", "N", "C", "C", "N", "H", "H", "H", "H", "H", "C", "C", "C", "N", "N", "C", "N", "S", "H", "H", "H", "H", "H", "H", "H", "C", "C", "C", "N", "H", "H", "H", "H", "H"], "coordinates": [[0.0846, 0.0474, 0.2302], [2.6731, -0.8271, 1.5779], [3.5054, 0.2122, 1.9725], [4.8925, 0.1262, 1.9587], [5.6370, 1.1903, 2.4455], [5.0183, 2.3312, 2.9413], [3.6413, 2.4241, 2.8739], [2.8628, 1.3793, 2.3637], [1.1081, 1.6758, 2.0018], [1.1717, 3.4081, 1.3729], [0.2702, 4.3929, 1.7665], [0.3130, 5.6664, 1.2058], [1.2633, 5.9759, 0.2481], [2.1874, 5.0092, -0.1351], [2.1407, 3.7411, 0.4232], [0.3087, 1.7601, 3.6317], [-1.0361, 2.1216, 3.7586], [-1.6252, 2.2019, 5.0119], [-0.8988, 1.8749, 6.1513], [0.4192, 1.4685, 6.0330], [1.0207, 1.4180, 4.7799], [3.1551, -2.0995, 1.3036], [3.9797, -2.7619, 2.2035], [4.4494, -4.0243, 1.8818], [4.0921, -4.6283, 0.6803], [3.2102, -3.9826, -0.1638], [2.7118, -2.7101, 0.1369], [1.2481, -2.0842, -0.7496], [0.2169, -3.6078, -0.6958], [0.0647, -4.4643, -1.7812], [-0.6677, -5.6433, -1.6540], [-1.2540, -5.9758, -0.4421], [-1.1022, -5.1242, 0.6496], [-0.3719, -3.9521, 0.5197], [1.7217, -1.9245, -2.5002], [0.7400, -1.5886, -3.4367], [1.0728, -1.3962, -4.7691], [2.3924, -1.5311, -5.1855], [3.3758, -1.8549, -4.2631], [3.0429, -2.0459, -2.9255], [5.3961, -0.7512, 1.5846], [6.7171, 1.1170, 2.4417], [5.6040, 3.1479, 3.3399], [3.1523, 3.3411, 3.1819], [-0.4676, 4.1959, 2.5297], [-0.3951, 6.4167, 1.5333], [1.3007, 6.9677, -0.1836], [2.9564, 5.2509, -0.8587], [2.8948, 3.0159, 0.1456], [-1.6279, 2.3513, 2.8798], [-2.6524, 2.5247, 5.1058], [-1.3613, 1.9437, 7.1276], [0.9924, 1.2133, 6.9154], [2.0612, 1.1285, 4.7089], [4.2617, -2.2927, 3.1361], [5.0996, -4.5406, 2.5765], [4.4707, -5.6089, 0.4259], [2.8617, -4.4880, -1.0569], [0.5193, -4.2280, -2.7364], [-0.7687, -6.3046, -2.5052], [-1.8153, -6.8966, -0.3437], [-1.5444, -5.3823, 1.6050], [-0.2604, -3.3033, 1.3783], [-0.2934, -1.4757, -3.1278], [0.3027, -1.1412, -5.4858], [2.6504, -1.3898, -6.2272], [4.4040, -1.9710, -4.5827], [3.8227, -2.3030, -2.2187], [2.9544, 1.5391, -2.7463], [2.8426, 0.9062, -1.5827], [1.5938, 1.0080, -1.1577], [0.9927, 1.7209, -2.1375], [1.7702, 2.0728, -3.1303], [-0.4254, 2.0726, -1.9975], [-1.1085, 2.8946, -2.8794], [-2.3817, 3.2198, -2.6846], [-2.9576, 2.7176, -1.5900], [-2.2893, 1.8835, -0.7151], [-1.0127, 1.5530, -0.9256], [3.7685, 1.6394, -3.3333], [3.6628, 0.4073, -1.0868], [-0.6039, 3.2909, -3.7523], [-3.9914, 2.9824, -1.4050], [-2.7639, 1.4588, 0.1577], [-4.9798, 0.9396, 3.4540], [-4.5182, -0.2196, 2.5745], [-3.0616, -0.5723, 2.6877], [-2.1640, -0.2432, 1.8268], [-0.9117, -0.7818, 2.1079], [-0.9054, -1.4418, 3.2306], [0.2090, -2.0395, 3.7180], [-2.4368, -1.5239, 3.9938], [-6.0370, 1.1374, 3.2822], [-4.4235, 1.8499, 3.2291], [-4.8500, 0.7160, 4.5137], [-4.7015, 0.0068, 1.5227], [-5.0999, -1.1160, 2.8018], [1.0943, -1.7812, 3.3104], [0.2253, -2.4034, 4.6542], [-4.3267, -3.2866, -0.0621], [-3.3757, -3.0757, -1.2428], [-2.3844, -2.0168, -0.9624], [-1.6167, -1.1950, -0.7439], [-5.0049, -4.1070, -0.2885], [-4.9243, -2.3952, 0.1273], [-3.7684, -3.5396, 0.8404], [-3.9064, -2.7942, -2.1523], [-2.8080, -3.9825, -1.4591]], "lowdin_charge": [0.5588, -0.0877, -0.2627, -0.0111, -0.0408, -0.0488, -0.0765, -0.3082, 1.0986, -0.3477, -0.0762, -0.0604, -0.0633, -0.0609, -0.1194, -0.3581, -0.1310, -0.0700, -0.0621, -0.0605, -0.0827, -0.2827, -0.0154, -0.0363, -0.0445, -0.0694, -0.2756, 1.0960, -0.3711, -0.0809, -0.0671, -0.0716, -0.0693, -0.1046, -0.3851, -0.1089, -0.0599, -0.0615, -0.0663, -0.0996, 0.1181, 0.1195, 0.1176, 0.1264, 0.0864, 0.1133, 0.1137, 0.1114, 0.0912, 0.0954, 0.1060, 0.1150, 0.1137, 0.0995, 0.1303, 0.1206, 0.1182, 0.1177, 0.1074, 0.1159, 0.1156, 0.1134, 0.0784, 0.0946, 0.1145, 0.1148, 0.1133, 0.1007, 0.0793, -0.1440, 0.0501, -0.3245, 0.1787, -0.1825, -0.0345, 0.1240, -0.0812, -0.0936, 0.0476, 0.1743, 0.1455, 0.1293, 0.1190, 0.0843, -0.0818, -0.2375, -0.5962, 0.0030, -0.0751, -0.7140, 0.1416, 1.1583, 0.0850, 0.0707, 0.0793, 0.1077, 0.1134, 0.0901, 0.1109, -0.0667, -0.1703, -0.1341, 0.1435, 0.0890, 0.0740, 0.0719, 0.1298, 0.0976], "lumo_ev": [-4.80, -4.93], "total_charge": 2, "homo_lumo_gap_ev": [8.12, 8.29], "multiplicity": 5, "e_above_lowest_kcal_mol": 0.00}

***

(3)
{"formula": "C3H8NO2", "method": "wB97M-V/def2-TZVPD", "elements": ["C", "C", "C", "N", "O", "O", "H", "H", "H", "H", "H", "H", "H", "H"], "coordinates": [[0.1465, -0.0049, -1.1867], [0.3339, 0.4997, 0.3262], [-1.4613, -0.9812, 1.1747], [1.2753, 1.3531, 0.6917], [0.9208, 0.1039, -2.3908], [-0.5199, 0.2042, 1.2898], [-0.2347, -0.9948, -1.0688], [-0.7191, 0.5298, -1.4977], [-0.7970, -1.8798, 1.3527], [-1.6297, -0.9690, 0.1399], [-2.1819, -0.8436, 1.9456], [1.8342, 1.7344, -0.1094], [1.7764, -0.4341, -2.2841], [1.2565, 1.6821, 1.6168]], "lowdin_charge": [-0.1653, -0.3547, 0.1227, 0.3421, -0.0292, 0.0565, 0.0932, 0.1188, 0.1536, 0.0663, 0.1081, 0.1996, 0.1439, 0.1442], "lumo_ev": [-3.27, -9.49], "total_charge": 1, "homo_lumo_gap_ev": [7.93, 5.67], "multiplicity": 3, "e_above_lowest_kcal_mol": 64.08}